Here is a 21-piece molecular cluster, H43O21 overall in a non-equilibrium geometry from the OMol25 dataset. Energies are from ωB97M-V/def2-TZVPD.

Output
HOMO energy: -12.95 eV
LUMO: -2.51 eV
2S+1: 1
charge: +1

Element x y z (Å)
O -2.314 -2.776 -2.454
H -0.230 -2.827 -3.541
H -2.253 2.418 1.594
O 1.342 0.225 -2.483
H -0.708 3.807 -1.457
H 2.278 3.265 2.299
H -0.314 1.292 -0.186
O 3.819 0.932 -0.687
H 1.198 -1.171 -0.878
O -1.666 -3.523 0.100
O 4.666 -0.838 1.097
H -4.781 -2.485 1.439
H -4.555 1.659 0.264
H 3.880 -1.327 -3.467
H -3.801 -0.920 -1.538
H 1.892 0.111 -3.150
O 2.359 -2.510 1.171
H -0.141 4.855 -0.493
H 5.309 1.211 1.520
H -4.465 -1.632 2.477
H 0.678 -1.562 -3.860
H 1.444 1.844 1.118
H 4.593 1.051 -1.409
O -1.611 -0.529 1.763
O 3.745 -0.366 -3.255
H 1.357 0.325 0.608
H -0.032 -3.234 2.805
O 0.928 1.175 0.992
O -2.973 3.320 -1.196
H -3.169 1.556 2.148
H 3.712 -0.944 1.519
O -0.623 4.136 -0.550
H 1.497 0.574 -1.626
H -0.987 -3.366 0.639
H -4.513 0.890 -1.021
O 0.098 -2.106 2.897
O 4.678 1.838 1.738
O 0.713 -1.534 -0.158
O -4.149 -1.916 1.586
H -0.637 -0.851 1.769
H -0.022 -1.986 -0.601
H -2.370 -1.040 -0.941
H -2.469 -3.732 0.505
H 4.177 0.111 -0.220
O -3.160 2.486 1.723
H 0.498 -2.062 3.758
H 1.311 -2.625 1.235
H -0.675 2.599 0.443
O -3.078 -0.456 -1.128
O -1.091 1.934 -0.051
H -3.357 3.928 -0.649
H -1.769 -2.471 -3.177
O 2.515 2.534 2.966
H -2.358 2.499 -0.704
H 5.008 -0.438 1.955
O 0.292 -2.087 -3.190
H -2.529 -3.686 -2.765
H 4.145 1.871 1.092
H -2.027 -1.099 1.291
H -4.019 2.767 -1.229
H 2.940 1.994 2.490
H 3.858 -0.210 -2.353
H 2.685 -2.691 2.105
O -4.767 1.794 -0.687

***

Here is one molecule with the formula C12H14N2O3S from the OMol25 dataset. Energies are from ωB97M-V/def2-TZVPD.

Output
HOMO energy: -8.35 eV
LUMO: 0.43 eV
2S+1: 1
charge: 0
structure (SMILES): Cc1cccc(/N=C2/NC(=O)C(CO)(CO)S2)c1

Element x y z (Å)
C 2.727 -2.064 -0.265
C -0.848 2.451 -1.090
S -1.162 0.231 0.389
C -1.412 2.823 1.287
C 0.218 0.360 -0.735
H -1.695 3.855 1.040
H 2.271 -5.136 1.039
H -3.360 1.341 -1.177
H 0.819 1.775 -2.107
C 4.484 -3.730 0.397
N 1.174 -0.422 -0.948
H 0.165 3.235 2.355
O -0.036 2.723 1.566
H -0.655 -2.256 -0.130
H -0.082 -4.462 0.796
H -2.023 2.476 2.130
C 3.054 -3.305 0.252
N 0.117 1.553 -1.413
C 0.379 -2.540 -0.006
C -3.195 1.983 -0.300
H 4.651 -4.679 -0.111
C 1.395 -1.665 -0.386
C 2.028 -4.163 0.638
C 0.706 -3.783 0.503
H 3.498 -1.375 -0.573
O -1.012 3.513 -1.634
H -3.843 0.692 0.993
O -4.022 1.613 0.763
H -3.466 3.009 -0.563
C -1.703 1.947 0.064
H 5.156 -2.986 -0.023
H 4.732 -3.868 1.449

***

Here is C3H3AgLiO3 as an isolated structure in a non-equilibrium geometry from the OMol25 dataset. Energies are from ωB97M-V/def2-TZVPD.

Output
HOMO energy (alpha / beta): -7.93 / -7.94 eV
LUMO (alpha / beta): -0.88 / -0.88 eV
2S+1: 2
charge: 0

Element x y z (Å)
O 2.977 -0.510 -0.466
O 1.345 0.946 -0.152
H -5.830 0.630 -0.428
C 0.491 -0.156 0.088
H 0.823 -0.761 0.949
Li 4.614 0.373 -0.846
H 0.418 -0.825 -0.786
O -1.841 -0.301 0.695
C 2.652 0.694 -0.439
C -0.887 0.340 0.392
Ag -4.761 -0.430 0.993

***

Here is an isolated ion of composition C3H11N4 and charge +1 in a non-equilibrium geometry from the OMol25 dataset. Energies are from ωB97M-V/def2-TZVPD.

Output
HOMO energy: -13.02 eV
LUMO: -3.20 eV
2S+1: 1
charge: +1
structure (SMILES): CN/C=[NH+]\N(C)N

Element x y z (Å)
N -1.415 0.064 0.341
H 2.025 2.221 -0.210
H -3.396 0.264 -0.250
N 1.237 0.372 0.084
H 0.929 -1.597 0.865
C -2.813 -0.098 0.666
H -2.976 -1.136 0.822
H -1.518 0.258 -1.773
H -3.351 0.369 1.609
C -0.917 0.112 -0.843
H 0.711 0.480 -1.972
H 3.133 0.843 -0.675
N 0.396 0.197 -1.038
H 2.383 -1.403 -0.199
H 2.384 -1.030 1.525
C 1.831 -1.052 0.642
H -0.853 0.008 1.176
N 2.283 1.244 -0.127